Density functional theory data (ωB97M-V/def2-TZVPD) for a molecular structure, C19H24FN5OSTa.

Structure (XYZ):
```
52
Properties=species:S:1:pos:R:3:mulliken_charge:R:1
Ta 0.413 0.149 0.117 0.63
S 1.134 0.124 2.634 -0.44
F -0.739 5.376 -3.744 -0.33
O 0.447 -1.917 0.785 -0.65
N -3.086 -1.720 -3.350 0.03
N -0.844 -2.480 -3.905 -0.01
N -1.311 -1.551 -1.697 0.61
N 0.288 -2.303 2.052 0.42
N -2.185 -3.733 -2.313 0.11
C 0.525 3.695 -0.159 0.56
C -0.329 -1.681 -2.797 -0.44
C -0.979 5.169 -1.392 -0.40
C 0.459 -1.914 4.361 -0.80
C -0.573 4.663 -0.225 -0.87
C 0.125 1.605 -1.508 -0.99
C 0.895 2.963 -1.433 0.29
C -0.385 -4.001 3.550 -0.82
C -0.203 -3.543 2.278 -0.09
C -2.067 -1.839 -4.397 -0.76
C -0.345 4.721 -2.624 0.31
C -1.641 -2.907 -1.236 -0.79
C 1.161 3.466 0.990 -1.26
C 0.608 -1.453 3.040 0.60
C -3.380 -3.066 -2.846 -0.70
C -0.036 -3.164 4.619 -0.11
C -2.530 -0.936 -2.248 -0.70
C 0.548 3.748 -2.675 -0.70
C -1.192 -3.805 -3.389 -0.70
H -3.276 -0.862 -1.455 0.35
H 0.858 3.952 1.909 0.23
H 0.575 -2.149 -2.403 0.22
H 0.734 -1.235 5.155 0.40
H -1.597 -4.408 -4.204 0.36
H -0.433 -4.105 1.387 0.45
H -0.084 -0.687 -3.168 0.11
H -0.951 1.839 -1.565 0.45
H -4.127 -2.992 -2.054 0.34
H -2.380 -2.835 -0.435 0.20
H -0.166 -3.499 5.639 0.39
H -0.734 -3.365 -0.844 0.26
H 1.964 2.748 -1.430 0.46
H 0.969 3.435 -3.623 0.45
H -3.786 -3.668 -3.661 0.34
H 2.024 2.809 1.047 0.45
H -1.012 4.996 0.707 0.35
H -1.822 -0.842 -4.767 0.35
H 0.389 1.130 -2.464 0.16
H -0.794 -4.988 3.705 0.40
H -2.289 0.068 -2.600 0.18
H -0.289 -4.285 -3.007 0.33
H -1.746 5.930 -1.456 0.43
H -2.472 -2.432 -5.219 0.34
```

⟨S²⟩   1.1264
Multiplicity   2
HOMO (alpha / beta)   -6.54 / -5.86 eV
Charge   0
DFT total energy   -44688.42164 eV

Density functional theory data (ωB97M-V/def2-TZVPD) for C19H24FNO2 in the gas phase.

Structure (XYZ):
```
47
Properties=species:S:1:pos:R:3:mulliken_charge:R:1
F 0.895 4.482 0.252 -0.41
O 2.741 -1.567 0.757 -0.43
O -2.541 1.750 -1.085 -0.40
N -2.995 -2.437 -0.945 -0.27
C -0.228 -3.715 -1.157 -0.51
C -2.077 -2.646 0.161 -1.07
C 1.038 2.827 1.922 -0.48
C 1.806 2.387 -0.328 -0.56
C 2.483 -0.673 1.810 -0.92
C -1.931 -0.361 -1.983 -0.51
C -3.172 -1.074 -1.396 -1.08
C 0.358 -2.030 0.447 0.32
C -1.491 0.810 -1.112 -0.02
C 1.247 3.229 0.615 0.40
C 1.108 -3.872 -1.481 -0.75
C -2.300 2.899 -0.306 -0.11
C 1.995 0.687 1.367 0.31
C 2.072 -3.130 -0.833 -0.66
C 2.182 1.113 0.059 -0.27
C 1.413 1.548 2.290 -0.48
C -0.613 -2.787 -0.198 0.12
C -2.408 2.658 1.199 -1.04
C 1.702 -2.211 0.148 0.50
H -0.580 1.275 -1.524 0.14
H 2.632 0.444 -0.658 0.44
H -1.253 0.456 -0.099 0.16
H -3.545 -0.492 -0.550 0.41
H -2.388 -3.576 0.657 0.34
H 1.400 -4.589 -2.234 0.40
H -2.217 -1.828 0.871 0.43
H 0.050 -1.305 1.186 0.24
H 3.120 -3.250 -1.057 0.45
H -0.974 -4.324 -1.647 0.38
H 0.595 3.509 2.629 0.51
H -3.966 -1.101 -2.145 0.29
H 1.791 -1.112 2.542 0.46
H -1.315 3.320 -0.551 0.17
H -3.370 2.209 1.433 0.34
H -1.100 -1.063 -2.073 0.33
H 1.953 2.732 -1.339 0.43
H -2.162 0.026 -2.976 0.48
H 3.455 -0.547 2.304 0.35
H -1.617 1.999 1.549 0.14
H -2.323 3.607 1.722 0.39
H 1.262 1.220 3.308 0.42
H -2.745 -3.037 -1.724 0.30
H -3.068 3.612 -0.617 0.34
```

HOMO   -8.46 eV
SMILES   CCOCCCNCc1cccc(OCc2ccc(F)cc2)c1
Charge   0
DFT total energy   -28394.36081 eV

Density functional theory data (ωB97M-V/def2-TZVPD) for C19H24N2O3S in the gas phase.

Structure (XYZ):
```
49
Properties=species:S:1:pos:R:3:mulliken_charge:R:1
S 0.989 -0.042 3.983 0.30
O -1.407 -0.803 0.880 -0.63
O 0.958 1.411 3.726 -0.64
O 2.084 0.486 -0.474 -0.41
N 1.649 -1.355 0.663 -0.20
N -0.962 1.220 1.820 0.08
C 2.449 0.716 0.809 0.80
C -3.093 1.818 0.693 -0.78
C 3.007 2.035 1.195 -1.70
C 0.098 -2.173 -4.197 -0.61
C -1.010 1.908 -0.605 0.01
C 0.093 -3.318 -0.595 -1.22
C 2.191 -0.429 1.511 0.54
C 0.369 -2.510 -1.815 0.96
C 1.078 -1.301 -1.750 0.73
C 1.278 -0.546 -2.908 -0.72
C -0.951 -0.118 1.773 0.39
C -0.411 -0.796 3.036 -1.07
C -1.578 2.081 0.821 -0.24
C 2.385 -0.711 2.943 -1.33
C -0.107 -2.921 -3.052 -0.89
C -2.144 1.302 -1.429 -0.46
C 1.595 -0.780 -0.503 0.49
C -3.390 1.917 -0.801 -0.81
C 0.793 -0.977 -4.125 -0.74
H -0.658 -3.849 -3.117 0.35
H 3.281 -0.231 3.332 0.44
H 2.657 2.305 2.188 0.37
H -3.304 0.805 1.033 0.28
H -0.117 -1.814 2.786 0.38
H -0.504 -2.721 0.093 0.10
H -1.235 -0.835 3.752 0.53
H 1.019 -3.571 -0.084 0.30
H -4.304 1.392 -1.075 0.41
H 4.098 2.006 1.202 0.36
H -0.129 1.275 -0.608 -0.64
H 1.821 0.385 -2.840 0.48
H 0.955 -0.384 -5.012 0.41
H -0.286 -2.520 -5.145 0.41
H 2.411 -1.781 3.130 0.49
H -1.398 3.100 1.173 0.57
H -3.679 2.515 1.291 0.42
H -2.156 0.222 -1.286 0.14
H 2.685 2.788 0.481 0.34
H -3.486 2.963 -1.100 0.30
H -0.410 1.662 2.549 0.39
H -0.447 -4.227 -0.847 0.43
H -0.730 2.884 -1.006 0.44
H -2.047 1.519 -2.491 0.46
```

HOMO   -8.06 eV
Charge   0
DFT total energy   -40051.02128 eV

Density functional theory data (ωB97M-V/def2-TZVPD) for C19H24N4O in the gas phase.

Structure (XYZ):
```
48
Properties=species:S:1:pos:R:3:mulliken_charge:R:1
O -1.153 0.643 5.625 -0.64
N -0.822 1.639 -0.448 0.38
N 2.772 -1.964 -3.855 -0.31
N -4.263 2.095 2.621 -0.56
N -1.695 2.615 4.943 -0.36
C 0.377 0.883 -0.927 -0.94
C -2.239 0.606 3.443 0.51
C 3.193 -3.286 -1.729 -0.52
C -3.383 1.390 3.006 0.14
C -1.770 1.277 4.783 0.24
C 2.952 -3.369 -0.341 -1.02
C -1.084 2.933 -1.032 -1.10
C 2.197 -2.334 0.262 -0.85
C 2.716 -2.260 -2.493 -0.57
C 1.680 -1.256 -0.533 -0.18
C -2.002 0.786 -0.091 -1.52
C 1.995 -1.264 -1.885 0.66
C -1.143 0.625 2.371 -1.34
C -1.594 -0.191 1.080 0.64
C 0.229 0.335 -2.346 -0.97
C 1.688 -1.018 -4.168 -0.62
C -0.486 -1.057 0.530 -1.90
C 1.556 -0.245 -2.840 0.35
C 0.740 -0.250 0.097 1.07
H 0.761 -1.537 -4.437 0.30
H -0.050 1.138 -3.027 0.31
H 1.975 -0.376 -4.993 0.31
H 1.236 0.245 0.937 0.51
H -0.894 -1.593 -0.317 0.46
H -1.210 2.829 -2.087 0.37
H -0.261 0.160 2.786 0.57
H -1.306 2.922 5.803 0.24
H -0.924 1.661 2.159 0.41
H -0.258 -1.828 1.283 0.40
H -0.572 -0.413 -2.362 0.29
H 3.314 -4.211 0.254 0.38
H -0.255 3.620 -0.827 0.30
H 1.976 -2.354 1.325 0.48
H -1.962 3.363 -0.572 0.35
H 3.768 -4.111 -2.223 0.27
H -2.068 3.242 4.269 0.20
H 1.227 1.559 -0.933 0.68
H 2.254 0.629 -2.841 0.19
H -2.549 -0.433 3.615 0.37
H -2.442 -0.826 1.333 0.86
H 2.999 -2.694 -4.513 0.25
H -2.410 0.281 -1.005 0.30
H -2.812 1.393 0.298 0.64
```

HOMO   -7.77 eV
SMILES   CN1C[C@H](C[C@H](C#N)C(N)=O)C[C@H]2c3cccc4c3[C@@H](CN4)C[C@H]21
Charge   0
DFT total energy   -28100.26488 eV

F_max (eV/A)
1.7 0.5 1.4 5.3
Energy above the lowest of the compared OMol25 structures with the same formula, charge and spin (kcal/mol)
0.0 45.4 10.2 46.7